No. 1
Below is 2 unconnected molecules or ions with the total composition C5H14NO, with properties calculated with wB97M-V/def2-TZVPD.

XYZ file:
```
21
Properties=species:S:1:pos:R:3:forces:R:3
C 1.096 -0.633 1.097 -1.55 2.60 1.22
C 1.718 0.199 -0.009 2.10 -0.74 -1.28
C 0.996 0.046 -1.352 -1.37 1.13 0.42
C 0.138 -0.929 -1.718 0.10 1.02 -1.83
C -1.058 -0.549 -2.606 0.74 -1.24 0.46
N -0.406 -0.210 1.171 -1.77 -1.42 0.54
H 1.512 -0.455 2.125 -0.32 0.21 -1.05
H 1.008 -1.664 1.027 0.52 -1.92 -0.97
H 2.750 -0.198 -0.193 -0.45 0.49 0.60
H 1.838 1.287 0.281 -0.30 -1.28 -0.34
H 0.888 0.948 -2.001 -0.08 -0.17 1.19
H 0.404 -1.977 -1.818 -0.37 -0.37 1.63
H -1.363 -1.498 -3.059 -0.23 0.70 -0.71
H -0.839 0.289 -3.244 0.31 -0.03 -0.90
H -1.925 -0.168 -2.071 -0.06 -0.24 0.68
H -0.892 -0.053 0.239 1.32 -0.62 0.87
H -0.575 0.702 1.688 0.00 -1.26 0.21
H -0.998 -1.026 1.644 1.53 2.46 -0.99
H -1.816 1.631 3.561 0.34 0.19 -0.55
H -1.098 2.572 2.544 0.14 1.37 0.13
O -1.376 1.686 2.692 -0.60 -0.89 0.68
```
Positions in Å, forces in eV/Å.

Results
HOMO energy   -12.44 eV
LUMO energy   -3.205 eV
Net charge   +1
Calculated total energy   -8941.360 eV
Relative energy (zero: lowest compared OMol25 entry of this formula, charge and spin)   255.5 kJ/mol
Kohn-Sham gap   9.2320 eV

***

No. 2
Below is 2 unconnected molecules or ions with the total composition C5H14NO, with properties calculated with wB97M-V/def2-TZVPD.

XYZ file:
```
21
Properties=species:S:1:pos:R:3:forces:R:3
C -1.961 0.403 1.219 2.32 -2.51 1.20
C 0.945 0.376 -1.645 -1.63 -0.03 -2.35
C 1.181 1.183 0.637 1.82 -0.32 -4.19
C 1.022 -1.182 0.161 -1.76 -2.87 0.83
C -1.707 -0.104 -0.119 -1.99 3.71 1.34
N 0.663 0.104 -0.269 4.09 1.21 0.22
O -1.741 -1.317 -0.487 -0.74 -3.21 -3.45
H -0.915 0.443 1.698 -1.57 0.33 0.30
H -2.496 -0.361 1.812 -0.08 0.53 -0.06
H -2.419 1.345 1.246 -0.59 1.30 0.12
H 2.028 0.441 -1.886 -0.48 0.29 0.60
H 0.558 -0.429 -2.289 0.16 -0.10 0.45
H 0.356 1.249 -2.021 0.87 -0.26 0.65
H 0.997 2.141 0.097 -0.19 -0.52 1.16
H 0.784 0.988 1.570 -0.27 0.35 2.03
H 2.322 0.970 0.488 -1.73 0.59 0.93
H 0.697 -1.993 -0.574 -0.68 1.00 1.42
H 2.021 -1.391 -0.023 2.81 0.55 -0.27
H 0.939 -1.367 1.285 -0.60 0.19 -1.68
H -1.800 0.520 -0.944 -0.23 1.34 -1.35
H -1.475 -2.021 0.041 0.48 -1.58 2.09
```
Positions in Å, forces in eV/Å.

Results
HOMO energy (alpha / beta)   -9.93 / -15.25 eV
LUMO energy (alpha / beta)   -2.908 / -7.565 eV
Net charge   +1
Calculated total energy   -8937.023 eV
Relative energy (zero: lowest compared OMol25 entry of this formula, charge and spin)   57.2 kJ/mol
<S²>   2.01
Spin multiplicity   3
Kohn-Sham gap (alpha / beta)   7.0254 / 7.6857 eV